# 1
C5H10O2 | ωB97M-V/def2-TZVPD

Results
* net charge: 0
* LUMO energy: 0.7 eV
* ΔE to the lowest compared entry with this formula, charge and spin: 261.0 kJ/mol
* SMILES string: C=C(O)/C=C/C.O
* Kohn-Sham gap: 9.3 eV

Last column: Mulliken charge in e.
Geometry (Å):
C -2.80591 -0.25420 -0.35199  -1.19
C 1.57419 0.62887 1.50313  -0.91
C 0.45567 -0.09136 1.68872  0.70
O 0.40293 -1.14826 2.54859  -0.49
C -0.88564 0.27053 1.10430  -0.52
C -1.59217 -0.64309 0.45172  -0.01
H -3.68672 -0.88969 -0.25279  0.33
H -3.05825 0.79894 -0.22434  0.31
H -2.47635 -0.33298 -1.39039  0.28
H 2.46246 0.24652 1.99486  0.30
H 1.45000 1.69496 1.36996  0.25
H -0.49248 -1.47053 2.53997  0.34
H -1.05450 1.33796 1.12893  0.27
H -1.22060 -1.65800 0.37491  0.35
H 4.32847 0.37951 -3.78496  0.32
H 2.86354 0.61964 -4.16330  0.32
O 3.73535 0.51117 -4.53731  -0.64



# 2
C2H6S2 | ωB97M-V/def2-TZVPD

Results
* net charge: 0
* LUMO energy: 0.3 eV
* ΔE to the lowest compared entry with this formula, charge and spin: 154.3 kJ/mol
* SMILES string: C=C.SS
* Kohn-Sham gap: 9.9 eV

Last column: Mulliken charge in e.
Geometry (Å):
C -0.47453 0.17485 -1.23330  -0.38
C -0.91378 0.24599 -2.44050  -0.34
S -0.07754 -0.40672 3.06025  -0.15
S 1.40466 0.12453 1.74030  -0.18
H 2.40159 0.52737 2.56513  0.17
H 0.22367 -0.56928 -0.86299  0.13
H -0.57758 0.88589 -0.42662  0.18
H -0.57737 -0.55133 -3.15925  0.22
H -1.62291 1.14185 -2.74772  0.19
H 0.21377 -1.57315 3.50470  0.15



# 3
C16H18N2O6 | ωB97M-V/def2-TZVPD

Results
* net charge: 0
* LUMO energy: -1.0 eV
* ΔE to the lowest compared entry with this formula, charge and spin: 442.9 kJ/mol
* SMILES string: O=C(COC(=O)/C=C/c1cccc([N+](=O)[O-])c1)NC[C@H]1CCCO1
* Kohn-Sham gap: 8.6 eV

Last column: Mulliken charge in e.
Geometry (Å):
O 3.74118 -2.78931 -0.31028  -0.66
C 2.68723 -2.19121 -0.31190  0.61
N 2.22935 -1.45255 0.71020  -0.10
H 1.38651 -0.90774 0.60780  0.18
C 3.01418 -1.14310 1.87900  -1.14
H 2.40805 -1.33311 2.76901  0.38
H 3.88878 -1.79571 1.87969  0.46
C 3.45600 0.33019 1.86189  0.17
H 3.82535 0.59229 2.86459  0.37
C 4.51683 0.63490 0.79836  -0.55
H 5.52547 0.53230 1.19058  0.43
H 4.39768 -0.04086 -0.04916  0.14
C 4.16761 2.06251 0.38970  -0.70
H 4.50823 2.31723 -0.61023  0.37
C 2.64514 2.02988 0.48864  -0.01
H 2.19989 3.00403 0.70246  0.33
O 2.33539 1.16365 1.57342  -0.48
H 2.21287 1.63514 -0.43999  -0.06
H 4.58052 2.77534 1.10489  0.29
C 1.75125 -2.27406 -1.52640  -0.41
H 1.53506 -3.32558 -1.72618  0.34
H 2.28554 -1.84511 -2.38244  0.30
O 0.50283 -1.62408 -1.35573  -0.35
C 0.43422 -0.32706 -1.71087  0.29
O 1.37416 0.29206 -2.15018  -0.63
C -0.89800 0.25753 -1.49715  -0.60
C -1.91528 -0.40830 -0.93866  0.24
C -3.25024 0.10642 -0.68856  0.82
C -4.14773 -0.68887 0.02434  -0.43
C -5.42841 -0.22809 0.28283  -0.16
C -5.85298 1.01887 -0.15922  -0.50
C -4.96685 1.80769 -0.87156  -0.63
C -3.68401 1.36078 -1.13269  -0.58
H -3.01226 1.98945 -1.69474  0.34
H -5.28006 2.77752 -1.22570  0.40
H -6.85812 1.34535 0.05804  0.48
N -6.34240 -1.06603 1.02730  1.03
O -5.93529 -2.14359 1.40206  -0.61
O -7.45664 -0.63689 1.22929  -0.62
H -3.85986 -1.66529 0.38541  0.48
H -1.74925 -1.43151 -0.62772  0.45
H -0.97192 1.28491 -1.82014  0.32



# 4
C5H13N2O | ωB97M-V/def2-TZVPD

Results
* net charge: +1
* LUMO energy: -3.1 eV
* ΔE to the lowest compared entry with this formula, charge and spin: 176.8 kJ/mol
* Kohn-Sham gap: 10.1 eV

Last column: Mulliken charge in e.
Geometry (Å):
O 1.61798 -0.50959 -0.20157  -0.64
C 2.50820 0.28855 -0.00133  -0.01
C 2.29751 1.72383 0.39420  -0.31
N 3.49254 2.23456 1.03796  -0.61
H 3.56051 -0.01825 -0.10397  0.43
H 2.13947 2.28404 -0.53140  0.31
H 1.35966 1.78227 0.95829  0.24
H 3.46768 3.24645 1.04054  0.26
H 3.49675 1.98529 2.01988  0.22
C -2.56392 0.08252 -0.88417  -1.23
C -2.12097 -1.27831 -0.48316  0.79
C -2.64185 -2.44390 -0.78307  -0.96
N -0.92960 -1.22892 0.40779  -0.22
H -3.47898 0.01167 -1.46088  0.38
H -2.76660 0.68109 0.00595  0.34
H -1.80654 0.58202 -1.48317  0.33
H -2.22666 -3.36374 -0.39466  0.24
H -3.50083 -2.49100 -1.43275  0.27
H -1.14745 -0.60608 1.18539  0.39
H -0.09623 -0.82837 -0.07971  0.41
H -0.66069 -2.13411 0.78986  0.37



# 5
C7H22N5P | ωB97M-V/def2-TZVPD

Results
* net charge: 0
* LUMO energy: 0.9 eV
* ΔE to the lowest compared entry with this formula, charge and spin: 208.5 kJ/mol
* Kohn-Sham gap: 8.2 eV

Last column: Mulliken charge in e.
Geometry (Å):
C 4.16744 0.34955 -0.80473  -0.86
C -1.36477 -1.71278 1.44759  -1.13
C 0.25790 -2.21823 -0.27279  -1.35
C -2.89168 0.68722 0.42110  -1.01
C -1.61791 1.79343 2.11152  -1.14
C -0.41881 -0.13888 -2.34624  -1.12
C 0.73834 1.96282 -1.56741  -1.09
N 2.66657 0.62317 1.17558  -0.77
N 3.21957 0.01258 0.35494  0.51
N -0.69325 -1.20973 0.30039  -0.12
N -1.52135 0.95836 0.93826  0.13
N 0.22775 0.64165 -1.25636  0.41
P -0.03095 0.39242 0.42531  0.10
H 3.63362 0.47196 -1.76462  0.24
H 4.68679 1.25613 -0.51233  0.30
H 4.85957 -0.44261 -0.90499  0.40
H -2.26168 -2.15319 1.07379  0.37
H -0.87471 -2.64518 1.81213  0.35
H -1.53469 -0.90359 2.20151  0.26
H 0.61201 -1.67825 -1.01239  0.55
H 0.88311 -2.41542 0.55679  0.59
H -0.11661 -3.15333 -0.72146  0.19
H -3.61964 0.48108 1.15195  0.40
H -3.31058 1.60696 -0.19947  0.26
H -2.90140 -0.12918 -0.34980  0.26
H -2.12725 2.76789 1.90948  0.34
H -2.18143 1.32708 2.92108  0.36
H -0.70143 2.08228 2.49060  0.35
H -1.02903 -0.77591 -1.71600  0.41
H -0.94897 0.57285 -2.97717  0.34
H 0.31997 -0.75997 -2.77182  0.31
H 1.29760 2.27054 -0.56985  0.31
H 1.48086 1.92880 -2.37301  0.35
H 0.00227 2.82150 -1.70802  0.27
H 3.03960 -1.03650 0.16936  0.21



# 6
C10H34NO10 | ωB97M-V/def2-TZVPD

Results
* net charge: +1
* LUMO energy: -2.2 eV
* ΔE to the lowest compared entry with this formula, charge and spin: 99.2 kJ/mol
* Kohn-Sham gap: 9.7 eV

Last column: Mulliken charge in e.
Geometry (Å):
N -0.46118 0.85568 0.21301  0.74
H -0.25959 1.75442 -0.20138  0.30
H -1.28682 0.44571 -0.19974  0.21
H -0.66542 0.94033 1.19852  0.05
H 0.34379 0.26764 0.05075  0.08
C -3.03667 -1.22855 -1.12838  -0.63
C -2.49524 -0.70567 -2.47758  -0.52
O -1.64075 0.40025 -2.36420  -0.47
O -1.99035 -1.62907 -0.25725  -0.46
H -3.67852 -2.09989 -1.25834  0.41
H -3.58088 -0.44126 -0.60674  0.34
H -3.38916 -0.37060 -3.00363  0.41
H -1.97154 -1.51126 -2.99221  0.42
H -1.28461 0.55968 -3.24133  0.30
H -2.42189 -2.04023 0.49530  0.22
C 1.13528 -3.70257 0.18281  -0.43
C 0.90217 -3.78222 -1.33346  -0.53
O 0.37228 -2.47690 -1.71810  -0.56
O 2.27159 -2.91741 0.51542  -0.54
H 1.36808 -4.70835 0.53255  0.43
H 0.22466 -3.37849 0.68663  0.22
H 0.23407 -4.60736 -1.58018  0.40
H 1.76699 -4.06413 -1.93407  0.40
H -0.43211 -2.27105 -1.23625  0.23
H 3.07700 -3.40609 0.33074  0.32
C -1.19231 -0.33035 3.17720  -0.19
C -2.26062 0.70920 3.32585  -0.49
O -2.52099 1.41603 2.09083  -0.50
O 0.09765 0.17242 3.05762  -0.52
H -1.35198 -0.90369 2.26402  -0.05
H -1.25963 -1.05307 3.99036  0.59
H -2.07730 1.43443 4.11864  0.36
H -3.23915 0.27926 3.53968  0.35
H -2.95152 2.23408 2.34976  0.27
H 0.66193 -0.41759 3.56266  0.31
C 1.08551 4.09454 -0.62360  -0.39
C 0.41504 4.41129 0.70933  -0.53
O 0.69242 3.32765 1.66462  -0.48
O 0.16225 3.15881 -1.21534  -0.57
H 2.09839 3.72257 -0.46921  0.19
H 1.21254 5.05013 -1.13233  0.42
H -0.66438 4.56197 0.69377  0.33
H 0.81873 5.33345 1.12737  0.40
H 0.06318 3.48940 2.37137  0.24
H 0.15813 3.32109 -2.16152  0.25
C 3.00584 0.07168 -0.46247  -0.43
C 2.85957 -0.11543 -1.94107  -0.27
O 2.92145 -1.50802 -2.21680  -0.57
O 1.79200 -0.37388 0.16190  -0.54
H 3.04309 1.15339 -0.33357  0.21
H 3.86745 -0.47820 -0.08385  0.31
H 3.65797 0.37332 -2.49945  0.40
H 1.84395 0.15822 -2.22694  0.08
H 2.10002 -1.86425 -1.87045  0.36
H 1.85955 -1.31105 0.35878  0.11